One molecule with the formula C5H9N in a non-equilibrium geometry. Source: the Open Molecules 2025 dataset; level of theory: ωB97M-V/def2-TZVPD.

XYZ file:
```
15
C5H9N (ωB97M-V/def2-TZVPD)
C 2.49636 0.49119 0.49071
C 2.00602 -0.67618 -0.09374
C 0.53625 -0.84415 -0.35497
C -0.19680 0.24041 -0.70176
C -1.69351 0.34487 -0.39154
N -2.18626 -0.44860 0.66449
H 1.86299 1.30713 0.82589
H 3.56725 0.67254 0.63706
H 2.69011 -1.38028 -0.60106
H 0.05792 -1.74989 -0.14103
H 0.12701 1.21681 -1.03927
H -2.17231 -0.00827 -1.29081
H -1.97841 1.44559 -0.26877
H -3.22188 -0.48963 0.66957
H -1.89475 -0.12156 1.59523
```

Calculated values
net charge: 0
gap between HOMO and LUMO: 0.354 Eh
energy above the lowest of the compared OMol25 structures with the same formula, charge and spin: 2.107 eV
SMILES string: C=C/C=C/CN
largest force on an atom: 0.067 hartree/bohr


One molecule with the formula C7H6 in a non-equilibrium geometry. Source: the Open Molecules 2025 dataset; level of theory: ωB97M-V/def2-TZVPD.

XYZ file:
```
13
C7H6 (ωB97M-V/def2-TZVPD)
C 0.45614 -1.38949 0.16772
C 1.58254 -0.73698 -0.13664
C -0.67278 -0.58623 0.29589
C -0.81971 0.73427 0.11693
C 1.77007 0.62000 -0.13252
C 0.53375 1.50546 0.14306
C -1.99219 -0.08229 -0.21295
H 0.32512 -2.45660 0.19198
H 2.37546 -1.37665 -0.51883
H 0.76775 1.59163 1.17276
H 0.54642 2.47445 -0.33499
H -2.04081 -0.37526 -1.30267
H -2.83177 0.07769 0.55028
```

Calculated values
net charge: 0
gap between HOMO and LUMO (alpha / beta): 0.260 / 0.261 Eh
energy above the lowest of the compared OMol25 structures with the same formula, charge and spin: 4.835 eV
largest force on an atom: 0.085 hartree/bohr


C6H4O7S as an isolated structure in a non-equilibrium geometry. Source: the Open Molecules 2025 dataset; level of theory: ωB97M-V/def2-TZVPD.

XYZ file:
```
18
C6H4O7S (ωB97M-V/def2-TZVPD)
C -0.38255 -1.01726 -1.63927
C -0.27415 0.04745 -2.17985
C -1.45969 -0.90936 2.02588
C 1.18663 1.20096 0.85946
C 0.14088 0.33596 0.91118
C -0.54680 1.43335 -2.53029
O 1.30583 2.34963 0.47945
O 1.67497 -1.36363 2.65299
O -2.48587 -0.87480 2.69465
O 2.29391 0.29372 0.88334
O -0.72803 -1.89061 1.71684
O 1.53377 -2.06065 0.29279
O -1.16307 0.31273 1.43167
S 1.22107 -1.10597 1.31643
H -0.33565 -1.98618 -1.25352
H -1.01952 1.45900 -3.54876
H 0.34484 2.18463 -2.41423
H -1.30657 1.59102 -1.69875
```

Calculated values
net charge: -2
gap between HOMO and LUMO: 0.204 Eh
energy above the lowest of the compared OMol25 structures with the same formula, charge and spin: 3.955 eV
largest force on an atom: 0.086 hartree/bohr


C7H12ClFN2 as an isolated structure in a non-equilibrium geometry. Source: the Open Molecules 2025 dataset; level of theory: ωB97M-V/def2-TZVPD.

XYZ file:
```
23
C7H12ClFN2 (ωB97M-V/def2-TZVPD)
C -1.40407 0.14744 1.37083
C -1.32643 1.50052 0.59261
C 1.38341 -0.23613 -0.93480
C 0.66001 1.11721 -1.03215
C 1.21975 -0.65623 1.52436
C 0.04227 0.05712 1.05909
C 0.96140 -3.47728 -0.38114
N 0.72919 -0.91918 0.20679
N 0.14706 1.36019 0.30856
F 0.91929 2.29042 1.01699
Cl 1.18266 -3.44017 -1.95755
H -1.74031 0.24898 2.39265
H -1.98368 -0.57776 0.94043
H -1.96523 1.80188 -0.20220
H -1.56146 2.39589 1.30370
H 1.13898 -0.79520 -1.81863
H 2.47148 0.16066 -0.95864
H 1.29145 1.95919 -1.25933
H -0.14858 1.17245 -1.75067
H 2.25528 -0.23092 1.67224
H 1.09428 -1.52191 2.02725
H 1.79459 -3.26253 0.28839
H 0.03436 -3.95142 0.06130
```

Calculated values
net charge: +2
gap between HOMO and LUMO: 0.307 Eh
energy above the lowest of the compared OMol25 structures with the same formula, charge and spin: 3.630 eV
largest force on an atom: 0.083 hartree/bohr


One molecule with the formula C3H6N2 in a non-equilibrium geometry. Source: the Open Molecules 2025 dataset; level of theory: ωB97M-V/def2-TZVPD.

XYZ file:
```
11
C3H6N2 (ωB97M-V/def2-TZVPD)
C 1.48942 -0.06229 0.00018
N 0.21747 -0.67786 0.32349
C -0.75429 0.15643 -0.35832
C -2.11224 -0.01283 0.18540
N -3.16805 -0.19676 0.62431
H 1.78680 -0.32516 -1.01947
H 2.27015 -0.40191 0.68996
H 1.32729 1.04859 -0.02768
H 0.05589 -0.65090 1.32759
H -0.36070 1.20916 -0.31516
H -0.75174 -0.08647 -1.43031
```

Calculated values
net charge: 0
gap between HOMO and LUMO: 0.394 Eh
energy above the lowest of the compared OMol25 structures with the same formula, charge and spin: 1.157 eV
SMILES string: CNCC#N
largest force on an atom: 0.027 hartree/bohr


C21H27N8O3S2Tl as an isolated structure. Source: the Open Molecules 2025 dataset; level of theory: ωB97M-V/def2-TZVPD.

XYZ file:
```
62
C21H27N8O3S2Tl (ωB97M-V/def2-TZVPD)
Tl -0.29810 -0.05143 -0.81654
C 4.47312 0.75441 -0.67686
C 3.09680 1.30352 -0.42213
N 2.30823 0.82170 0.46235
N 2.77210 -0.19609 1.23078
C 1.94196 -0.89058 2.05732
N 2.59284 -1.83871 2.78098
S 0.30050 -0.68531 2.17156
C 2.57392 2.45997 -1.21137
C 3.40493 3.20504 -2.04146
C 2.87425 4.27828 -2.74167
C 1.53221 4.57095 -2.60139
C 0.77924 3.77023 -1.75240
N 1.27534 2.74774 -1.07058
H 5.15183 0.98572 0.14892
H 4.91500 1.14362 -1.58667
H 4.42300 -0.33139 -0.79337
H 3.71321 -0.53824 1.10154
H 3.57378 -1.73329 2.98645
H 2.03319 -2.30574 3.47434
H 4.45538 2.97821 -2.13954
H 3.50687 4.87174 -3.38830
H 1.07181 5.39247 -3.13160
H -0.27919 3.96595 -1.61853
N 1.67288 -2.12757 -0.85610
C 1.66590 -3.24754 -0.56102
N 1.59305 -4.52600 -0.27372
C 0.28715 -5.19268 -0.20320
C 0.21647 -6.04127 1.05762
C 1.41658 -6.98308 1.15102
C 2.73001 -6.20529 1.07334
C 2.77882 -5.37725 -0.20293
H 0.16781 -5.82106 -1.09291
H -0.48758 -4.42807 -0.22496
H -0.71703 -6.60586 1.05293
H 0.19475 -5.37961 1.92822
H 1.37646 -7.70176 0.32518
H 1.37206 -7.56168 2.07446
H 3.58754 -6.87947 1.10639
H 2.80538 -5.52853 1.92996
H 2.78399 -6.03941 -1.07694
H 3.66511 -4.74749 -0.25477
N -2.90513 -2.58839 -1.79602
C -1.98288 -2.31549 -1.15555
H -3.81723 -2.68673 -2.33951
N -2.41566 1.42781 0.70559
C -3.36799 0.98766 -0.23620
C -3.25013 1.34479 -1.57582
C -4.04529 0.72972 -2.53445
C -4.95875 -0.23918 -2.15938
C -5.14058 -0.52822 -0.81254
C -4.34974 0.07654 0.14406
S -5.76076 -1.26502 -3.38214
O -7.17193 -1.25073 -3.07950
O -5.36399 -0.71705 -4.66122
O -5.13097 -2.57836 -3.09441
H -2.08224 2.37355 0.58440
H -2.69238 1.27494 1.66430
H -2.50980 2.08073 -1.87291
H -3.93296 0.95421 -3.58694
H -5.87677 -1.26930 -0.52705
H -4.45964 -0.18682 1.19059
```

Calculated values
net charge: 0
gap between HOMO and LUMO: 0.260 Eh
largest force on an atom: 0.014 hartree/bohr


> Look up the net charge of the fifth one.

0


Please write out number 6 again, unchanged.
C21H27N8O3S2Tl as an isolated structure. Source: the Open Molecules 2025 dataset; level of theory: ωB97M-V/def2-TZVPD.

XYZ file:
```
62
C21H27N8O3S2Tl (ωB97M-V/def2-TZVPD)
Tl -0.29810 -0.05143 -0.81654
C 4.47312 0.75441 -0.67686
C 3.09680 1.30352 -0.42213
N 2.30823 0.82170 0.46235
N 2.77210 -0.19609 1.23078
C 1.94196 -0.89058 2.05732
N 2.59284 -1.83871 2.78098
S 0.30050 -0.68531 2.17156
C 2.57392 2.45997 -1.21137
C 3.40493 3.20504 -2.04146
C 2.87425 4.27828 -2.74167
C 1.53221 4.57095 -2.60139
C 0.77924 3.77023 -1.75240
N 1.27534 2.74774 -1.07058
H 5.15183 0.98572 0.14892
H 4.91500 1.14362 -1.58667
H 4.42300 -0.33139 -0.79337
H 3.71321 -0.53824 1.10154
H 3.57378 -1.73329 2.98645
H 2.03319 -2.30574 3.47434
H 4.45538 2.97821 -2.13954
H 3.50687 4.87174 -3.38830
H 1.07181 5.39247 -3.13160
H -0.27919 3.96595 -1.61853
N 1.67288 -2.12757 -0.85610
C 1.66590 -3.24754 -0.56102
N 1.59305 -4.52600 -0.27372
C 0.28715 -5.19268 -0.20320
C 0.21647 -6.04127 1.05762
C 1.41658 -6.98308 1.15102
C 2.73001 -6.20529 1.07334
C 2.77882 -5.37725 -0.20293
H 0.16781 -5.82106 -1.09291
H -0.48758 -4.42807 -0.22496
H -0.71703 -6.60586 1.05293
H 0.19475 -5.37961 1.92822
H 1.37646 -7.70176 0.32518
H 1.37206 -7.56168 2.07446
H 3.58754 -6.87947 1.10639
H 2.80538 -5.52853 1.92996
H 2.78399 -6.03941 -1.07694
H 3.66511 -4.74749 -0.25477
N -2.90513 -2.58839 -1.79602
C -1.98288 -2.31549 -1.15555
H -3.81723 -2.68673 -2.33951
N -2.41566 1.42781 0.70559
C -3.36799 0.98766 -0.23620
C -3.25013 1.34479 -1.57582
C -4.04529 0.72972 -2.53445
C -4.95875 -0.23918 -2.15938
C -5.14058 -0.52822 -0.81254
C -4.34974 0.07654 0.14406
S -5.76076 -1.26502 -3.38214
O -7.17193 -1.25073 -3.07950
O -5.36399 -0.71705 -4.66122
O -5.13097 -2.57836 -3.09441
H -2.08224 2.37355 0.58440
H -2.69238 1.27494 1.66430
H -2.50980 2.08073 -1.87291
H -3.93296 0.95421 -3.58694
H -5.87677 -1.26930 -0.52705
H -4.45964 -0.18682 1.19059
```

Calculated values
net charge: 0
gap between HOMO and LUMO: 0.260 Eh
largest force on an atom: 0.014 hartree/bohr


> Look up the net charge of the third one.

-2


> largest force on an atom of number 3 (C6H4O7S)?

0.086 hartree/bohr